Record 1
{
  "formula": "C27H38ClGdN4O7S",
  "method": "ωB97M-V with the def2-TZVPD basis set",
  "species": ["O", "C", "C", "C", "H", "C", "H", "C", "H", "C", "H", "C", "H", "H", "C", "C", "H", "H", "H", "C", "C", "H", "H", "H", "H", "Gd", "Cl", "C", "O", "N", "C", "C", "H", "H", "H", "H", "H", "H", "H", "H", "H", "C", "C", "N", "H", "C", "O", "H", "H", "H", "H", "H", "H", "C", "C", "N", "H", "C", "O", "H", "H", "H", "H", "O", "C", "N", "S", "O", "O", "C", "C", "C", "C", "C", "C", "H", "H", "H", "H"],
  "positions_angstrom": [[-2.96916, 2.07856, -1.03213], [-2.32792, 1.84624, -2.07062], [-2.41877, 0.82191, -3.06502], [-2.45838, -0.53296, -2.77475], [-1.96955, -0.88052, -1.88133], [-3.20790, -1.33772, -3.59678], [-3.28412, -2.37460, -3.30976], [-3.86605, -0.82437, -4.71166], [-4.50002, -1.49452, -5.30014], [-3.71183, 0.52534, -5.02352], [-4.20832, 0.90060, -5.89969], [-2.95514, 1.35321, -4.23413], [-2.89108, 2.41683, -4.43509], [-1.58781, 2.70178, -2.47387], [0.69968, 2.96952, -1.85285], [0.33790, 1.57972, -1.76991], [0.75240, 3.34796, -2.90039], [1.75327, 3.05381, -1.50186], [0.09537, 3.62253, -1.23608], [0.60237, 0.60735, -2.62080], [1.66017, 0.81384, -3.73462], [0.20562, -0.42830, -2.66767], [1.16617, 0.92484, -4.71748], [2.39314, -0.00961, -3.78012], [2.23956, 1.72229, -3.52052], [1.44096, 0.85196, -0.06865], [3.82153, 0.87031, -1.15024], [3.10432, -0.72299, 1.71861], [2.49661, 0.35864, 1.95993], [3.62054, -1.43754, 2.70197], [3.78853, -0.79943, 4.00373], [4.34527, -2.66078, 2.41971], [3.27006, -1.10442, 0.67599], [3.04300, -0.01330, 4.14445], [4.79995, -0.38724, 4.07905], [3.69144, -1.58220, 4.74964], [3.77121, -3.24027, 1.68103], [4.43881, -3.19882, 3.36451], [5.34072, -2.41794, 2.01886], [-5.09593, -0.16478, 0.95707], [-3.90678, -1.40416, 2.44852], [-4.24657, -0.10563, 0.25478], [-2.94325, -1.34310, 1.92651], [-2.98359, -0.25137, 0.96855], [-4.23489, 0.84867, -0.28703], [-2.15034, 0.80563, 1.16296], [-0.90281, 0.80282, 1.02716], [-2.12878, -1.23868, 2.65663], [-2.66099, 1.79779, 1.39644], [-4.30384, -0.93672, -0.46826], [-2.80109, -2.27428, 1.36364], [1.73798, 5.57246, 3.05011], [-0.88838, 6.04850, 3.21902], [1.53751, 5.46609, 1.97677], [-0.90529, 5.83552, 2.14302], [0.18924, 4.94462, 1.78185], [2.26692, 4.79289, 1.52131], [-0.01760, 3.70306, 1.34693], [0.91540, 2.95027, 0.94004], [-1.85901, 5.37048, 1.87438], [-1.07244, 3.36375, 1.37020], [1.58461, 6.46213, 1.52636], [-0.78892, 6.78635, 1.61027], [0.27825, -1.58436, 2.62337], [0.52538, -2.15886, 1.56872], [0.69526, -1.53051, 0.31629], [0.53894, -2.56450, -0.93002], [-0.82177, -2.68844, -1.40117], [1.57324, -2.28111, -1.90436], [0.88023, -3.98768, 0.07491], [1.18672, -5.29111, -0.30518], [1.48386, -6.20568, 0.72316], [1.41656, -5.81763, 2.06887], [1.04081, -4.52236, 2.41945], [0.75889, -3.61751, 1.39902], [1.19675, -5.56327, -1.36325], [1.77514, -7.22500, 0.46027], [1.65463, -6.54171, 2.85023], [0.95339, -4.17230, 3.44464]],
  "atomic_forces_ev_per_a": [[1.356, -0.788, -2.256], [2.068, 4.389, 1.460], [-1.290, -0.677, 0.107], [-0.422, 0.741, -0.001], [-0.159, -0.239, 0.153], [0.176, -0.624, -0.128], [-0.101, -0.261, -0.237], [0.054, -0.098, 0.252], [0.243, 0.419, 0.077], [-0.324, -0.908, -0.849], [-0.085, 0.226, -0.245], [-0.056, -0.106, 0.245], [0.012, -0.040, 0.029], [-1.702, -1.214, 0.849], [2.152, 1.382, -1.307], [-3.093, -1.150, -0.586], [-0.140, -0.078, 0.525], [-0.246, 0.523, -0.032], [-0.178, 0.101, -0.077], [1.799, -0.407, -2.617], [-0.671, 0.259, -0.247], [0.243, 0.752, 0.889], [0.299, -0.120, 0.177], [-0.541, 0.147, 0.098], [-0.180, -0.238, -0.209], [-0.381, -0.882, 1.902], [0.068, 0.105, 0.047], [-0.434, 1.288, 0.307], [1.124, -1.308, -0.059], [0.128, 0.419, -0.063], [0.003, -0.380, 0.019], [0.107, 0.170, -0.292], [-0.241, 0.113, 0.808], [0.184, -0.309, -0.073], [-0.090, 0.094, -0.012], [-0.141, 0.085, 0.275], [0.343, 0.003, 0.331], [0.023, -0.200, -0.290], [-0.152, -0.304, 0.155], [0.116, -0.010, -0.248], [0.131, 0.073, 0.013], [-0.077, 0.172, 0.388], [0.435, -0.777, -0.429], [0.077, -0.101, 0.517], [-0.243, -0.622, 0.258], [1.955, 1.630, -0.918], [-2.956, -0.248, 1.161], [-0.200, 0.066, -0.395], [0.429, -0.866, -0.407], [-0.149, 0.310, 0.206], [0.011, -0.113, 0.342], [0.004, -0.085, -0.168], [-0.039, -0.073, -0.160], [-0.093, 0.105, -0.041], [0.031, -0.163, 0.106], [0.031, -0.089, 0.039], [-0.196, 0.170, 0.091], [1.380, -1.272, -0.594], [-1.357, 1.531, 1.256], [0.181, 0.158, 0.063], [0.481, 0.095, -0.221], [0.153, -0.160, -0.027], [-0.110, -0.210, 0.013], [0.486, -0.738, -0.839], [-0.436, 1.381, -0.840], [-0.507, -0.008, 0.553], [0.663, 0.151, 0.771], [0.272, 0.010, -0.060], [-0.454, -0.377, 0.360], [-0.049, -0.888, -0.330], [0.007, 0.090, 0.386], [-0.133, 0.288, -0.322], [-0.007, -0.124, -0.058], [-0.282, 0.154, -0.320], [0.625, -0.626, 0.517], [0.144, -0.013, 0.402], [-0.119, 0.313, 0.136], [-0.054, 0.192, -0.252], [0.089, -0.208, -0.077]],
  "total_charge": 0,
  "orbital_gap_ev": [7.17, 7.51],
  "total_energy_ev": -93099.33100,
  "spin_multiplicity": 8,
  "s2": 15.984
}

---

Record 2
{
  "formula": "C15H10Cl2NO2S2Ta",
  "method": "ωB97M-V with the def2-TZVPD basis set",
  "species": ["Ta", "S", "C", "C", "C", "C", "C", "C", "S", "H", "H", "H", "H", "O", "C", "N", "C", "O", "C", "C", "C", "C", "C", "C", "H", "H", "H", "H", "Cl", "C", "Cl", "H", "H"],
  "positions_angstrom": [[-0.29616, 1.09928, -1.84997], [1.33438, 0.15147, -3.18389], [0.58391, -1.30160, -2.49554], [1.47734, -2.30047, -2.05993], [0.99398, -3.45240, -1.49860], [-0.38319, -3.61609, -1.28435], [-1.26609, -2.62594, -1.63232], [-0.79829, -1.46508, -2.27639], [-2.00391, -0.22070, -2.63058], [2.53907, -2.15529, -2.20290], [1.68270, -4.23814, -1.21917], [-0.75876, -4.52974, -0.84362], [-2.32702, -2.74157, -1.45577], [2.21557, -0.79718, 0.57186], [1.24150, -0.19642, 0.87566], [0.34322, 0.46499, -0.05374], [-0.67188, 1.07258, 0.65487], [-1.47675, 1.71785, -0.07487], [-0.52498, 0.85095, 2.07101], [-1.28301, 1.25651, 3.15606], [-0.83797, 0.86697, 4.41482], [0.31952, 0.10518, 4.56434], [1.08023, -0.30141, 3.46293], [0.63735, 0.07980, 2.22138], [-2.18120, 1.84683, 3.03540], [-1.39834, 1.15991, 5.29174], [0.63821, -0.17838, 5.55856], [1.98016, -0.88982, 3.58166], [0.54975, 3.60755, -1.48956], [-0.16967, 4.24638, -3.00840], [-0.94740, 2.85700, -3.81128], [0.62340, 4.63648, -3.63694], [-0.91567, 4.99049, -2.75248]],
  "atomic_forces_ev_per_a": [[0.083, -1.133, -0.096], [-0.118, 0.423, -0.039], [0.099, 0.113, -0.053], [-0.001, -0.069, 0.075], [0.074, 0.013, -0.039], [-0.119, 0.022, -0.009], [0.050, -0.071, 0.085], [-0.066, 0.052, -0.027], [0.082, 0.190, -0.213], [-0.004, 0.000, 0.003], [-0.008, -0.001, 0.007], [0.021, -0.007, 0.004], [0.000, 0.007, -0.001], [0.043, -0.001, -0.181], [-0.200, 0.037, 0.436], [-0.089, 0.248, 0.072], [0.220, 0.124, -0.181], [-0.040, 0.238, 0.191], [-0.041, -0.072, -0.013], [-0.052, 0.026, 0.060], [0.025, -0.013, -0.026], [0.002, 0.003, -0.060], [0.044, -0.037, 0.093], [-0.007, 0.024, -0.192], [0.006, -0.001, -0.012], [0.006, -0.004, 0.007], [-0.004, 0.002, -0.001], [-0.008, 0.004, 0.016], [0.121, -0.055, -0.099], [0.027, 0.022, 0.035], [-0.128, 0.021, 0.133], [0.031, -0.061, -0.009], [-0.047, -0.044, 0.031]],
  "total_charge": 2,
  "orbital_gap_ev": 7.10,
  "total_energy_ev": -69555.09113,
  "spin_multiplicity": 1
}